--- a ---
The following is a quantum chemistry calculation of a cluster of 2 separate species, H3OS2 in total, from the OMol25 dataset.

Last column: Mulliken charge in e.
Positions of all 6 atoms, in Å:
H: 0.963 -2.410 -1.237  0.303
O: 0.124 -1.945 -1.195  -0.640
H: 0.357 -1.100 -0.793  0.311
S: -0.512 1.767 0.220  -0.332
H: -1.202 2.634 0.953  0.089
S: 0.270 1.054 2.053  -0.732

The value obtained for the LUMO energy is 0.1406 Ha. The charge is -1. The HOMO-LUMO gap comes out at 6.03 eV.

=====

--- b ---
The following is a quantum chemistry calculation of a cluster of 2 separate species, H3OS2 in total, from the OMol25 dataset.

Last column: Mulliken charge in e.
Positions of all 6 atoms, in Å:
H: 0.158 -1.304 -0.277  0.287
S: 0.084 0.755 1.144  -0.705
O: -0.085 -2.224 -0.507  -0.634
S: 0.875 2.382 0.043  -0.319
H: -0.775 -2.365 0.126  0.297
H: -0.257 2.756 -0.528  0.073

The value obtained for the LUMO energy is 0.1356 Ha. The charge is -1. The HOMO-LUMO gap comes out at 6.28 eV.

=====

--- c ---
The following is a quantum chemistry calculation of a cluster of 2 separate species, H3OS2 in total, from the OMol25 dataset.

Last column: Mulliken charge in e.
Positions of all 6 atoms, in Å:
O: 0.446 -1.214 -1.437  -0.632
H: -0.048 -0.475 -1.811  0.307
H: 0.636 1.876 1.386  0.074
S: -0.481 1.438 0.768  -0.334
H: 0.203 -1.166 -0.491  0.279
S: -0.756 -0.460 1.585  -0.694

The value obtained for the LUMO energy is 0.1371 Ha. The charge is -1. The HOMO-LUMO gap comes out at 6.33 eV.

=====

Energy above the most stable structure, in hartree: a 0.0197; b 0.0033; c 0.0000